121
Properties=species:S:1:pos:R:3:forces:R:3:lowdin_charge:R:1 method="wB97M-V/def2-TZVPD" lumo_ev="-1.89 / -1.89" max_force_ev_per_a=0.847 spin_multiplicity=1 homo_ev="-5.9 / -5.9" energy_ev=-116485.47695
Rh 0.6754 0.7776 0.4337 0.12 -0.62 0.41 0.792
C 1.5149 1.7883 7.3786 -0.07 0.04 -0.12 -0.184
Si 0.9211 2.2678 5.6609 0.02 0.08 0.03 0.518
C 1.6449 3.9253 5.1703 -0.08 -0.09 0.03 -0.175
C -0.9533 2.3475 5.6937 0.10 0.00 0.06 -0.179
C 1.5040 0.9423 4.4604 0.01 0.09 0.16 -0.245
C 2.3959 -0.0500 4.8563 -0.07 0.04 0.09 -0.075
C 2.8648 -1.0040 3.9694 0.08 -0.17 -0.10 -0.058
C 2.4050 -0.9613 2.6670 0.03 -0.19 0.01 -0.124
N 1.5424 -0.0423 2.2696 -0.14 0.47 -0.20 -0.079
C 1.1173 0.9086 3.1204 -0.19 0.12 -0.25 -0.702
S 0.1125 2.0817 2.2585 0.05 -0.05 0.19 0.668
H 1.0553 2.4411 8.1218 -0.02 0.05 0.03 0.031
H 2.5946 1.8815 7.4860 0.10 0.00 -0.02 0.032
H 1.2362 0.7635 7.6260 -0.03 -0.05 0.02 0.033
H 1.3729 4.6976 5.8912 -0.02 0.04 0.04 0.031
H 1.2815 4.2308 4.1888 -0.02 0.00 -0.05 0.015
H 2.7333 3.8749 5.1223 0.05 -0.01 0.02 0.030
H -1.2801 3.1461 6.3627 -0.03 0.03 0.02 0.039
H -1.3680 1.4094 6.0680 -0.02 -0.06 0.02 0.038
H -1.3602 2.5451 4.7038 0.01 0.03 -0.07 -0.016
H 2.7409 -0.0804 5.8811 0.02 0.02 0.09 0.095
H 3.5658 -1.7654 4.2798 0.01 -0.01 -0.01 0.101
H 2.7198 -1.6772 1.9154 0.02 0.01 0.01 0.115
C 1.9139 -0.3115 -5.6289 0.11 -0.01 0.10 -0.370
Sb 0.7364 -0.5096 -3.8210 0.20 -0.54 0.16 1.566
C 2.4288 1.4858 -0.0654 0.10 0.52 0.37 -0.263
C 2.9239 0.3518 -0.6066 -0.02 -0.43 -0.66 -0.380
C 4.2304 0.0115 -1.1072 -0.37 0.09 0.01 -0.017
C 4.4099 -1.1730 -1.7387 -0.11 -0.25 -0.05 -0.091
C 3.3178 -2.0773 -1.8585 -0.08 0.18 -0.60 -0.078
C 2.1010 -1.7580 -1.2497 -0.17 0.29 -0.26 -0.275
N 1.8737 -0.6003 -0.6900 0.36 0.50 0.58 -0.062
Si 3.2069 3.1063 0.3908 0.07 0.05 0.06 0.462
C 3.9734 2.9384 2.1044 -0.12 0.01 -0.10 -0.163
C 4.5703 3.5358 -0.8499 -0.19 0.07 0.14 -0.182
C 1.9755 4.5193 0.3415 0.25 0.01 -0.12 -0.185
C -0.8171 -1.8807 -4.5972 0.17 0.14 -0.65 -0.600
C -1.5028 -2.4096 -3.3801 -0.10 -0.02 -0.19 -0.457
C -2.7177 -3.1054 -3.4168 0.03 -0.05 0.14 -0.058
C -3.2636 -3.5745 -2.2394 0.08 0.03 0.06 -0.045
C -2.5993 -3.3319 -1.0405 0.02 0.09 0.03 -0.065
C -1.4161 -2.6164 -1.0917 -0.05 -0.08 0.23 -0.138
N -0.8847 -2.1790 -2.2313 0.18 0.05 0.43 0.040
Si -0.0307 -3.3458 -5.5502 -0.05 0.10 -0.06 0.452
C -1.2347 -4.7806 -5.7023 0.01 0.09 0.03 -0.167
C 0.4602 -2.8833 -7.3054 -0.06 -0.05 0.11 -0.164
C 1.4511 -4.0137 -4.6074 -0.12 0.08 -0.06 -0.179
Si -2.0536 -0.8333 -5.6217 -0.04 -0.01 -0.10 0.438
C -3.1269 0.1218 -4.4215 0.07 -0.12 0.01 -0.150
C -3.1717 -1.8474 -6.7558 0.15 0.08 0.04 -0.168
C -1.1900 0.4069 -6.7384 -0.12 -0.05 0.13 -0.182
H 2.6450 0.4658 -5.4137 0.07 0.05 0.01 -0.007
H 1.3345 -0.0184 -6.4978 -0.02 0.02 -0.01 -0.029
H 2.4512 -1.2310 -5.8526 0.04 -0.04 0.02 -0.011
H 5.0333 0.7234 -1.0185 0.11 0.10 0.08 0.094
H 5.3750 -1.4319 -2.1552 -0.01 -0.03 -0.01 0.103
H 3.4358 -3.0390 -2.3354 0.01 -0.04 0.04 0.084
H 1.2843 -2.4538 -1.3091 -0.20 -0.23 0.10 0.071
H 4.6134 2.0552 2.1479 0.04 -0.03 0.00 0.032
H 3.1977 2.8253 2.8646 -0.01 -0.01 -0.02 -0.002
H 4.5763 3.8111 2.3634 0.01 0.05 -0.01 0.032
H 5.4412 2.8911 -0.7859 0.15 -0.13 0.04 0.011
H 4.9098 4.5585 -0.6707 0.01 0.04 0.02 0.030
H 4.1898 3.4938 -1.8710 -0.03 -0.03 -0.07 0.029
H 0.9832 4.2128 0.6456 -0.19 -0.09 0.07 -0.016
H 1.9104 4.9380 -0.6646 -0.02 0.00 -0.03 0.028
H 2.3073 5.3150 1.0110 0.03 0.06 0.04 0.032
H -3.2098 -3.2905 -4.3565 -0.04 -0.01 -0.10 0.089
H -4.1920 -4.1299 -2.2554 -0.03 -0.01 0.01 0.111
H -2.9733 -3.6851 -0.0889 -0.03 -0.01 0.01 0.105
H -0.8706 -2.3868 -0.1782 -0.02 -0.01 -0.03 0.075
H -2.1698 -4.5003 -6.1866 -0.04 0.01 -0.02 0.022
H -1.4697 -5.2281 -4.7374 -0.01 -0.02 0.05 0.035
H -0.7654 -5.5503 -6.3165 0.05 -0.06 -0.05 0.038
H -0.4145 -2.7045 -7.9309 -0.05 0.01 -0.02 0.024
H 0.9975 -3.7278 -7.7405 0.03 -0.07 -0.03 0.040
H 1.1057 -2.0135 -7.3740 0.03 0.02 -0.01 0.003
H 1.2098 -4.1110 -3.5487 -0.04 -0.03 0.12 0.029
H 2.3322 -3.3805 -4.6840 0.09 0.10 -0.02 0.011
H 1.7149 -5.0041 -4.9817 0.00 -0.05 -0.04 0.036
H -3.7750 -0.5362 -3.8404 -0.01 -0.01 0.01 0.031
H -3.7601 0.8264 -4.9605 -0.04 0.07 -0.05 0.045
H -2.5197 0.6933 -3.7166 0.04 0.04 0.04 0.018
H -3.8644 -2.4972 -6.2272 -0.07 -0.07 0.08 0.022
H -2.6151 -2.4573 -7.4670 0.03 -0.02 -0.02 0.017
H -3.7735 -1.1451 -7.3355 -0.04 0.06 -0.03 0.037
H -0.6104 1.1476 -6.1870 0.03 0.06 0.04 0.023
H -1.9640 0.9498 -7.2826 -0.07 0.04 -0.03 0.040
H -0.5413 -0.0641 -7.4723 0.06 -0.06 -0.10 0.021
C -5.2207 0.5462 -0.0850 -0.05 -0.01 -0.05 -0.083
C -4.8451 -0.3293 1.0947 -0.06 -0.09 -0.01 -0.237
N -3.3968 -0.4669 1.2190 0.07 -0.21 -0.17 -0.013
C -2.7107 -0.4401 2.3909 0.11 -0.08 0.10 -0.882
S -1.4548 -1.5112 2.6956 -0.06 0.03 -0.17 0.614
N -3.0828 0.4796 3.3057 0.04 0.00 0.11 0.003
C -3.5503 1.8290 2.9990 -0.11 0.08 -0.11 -0.258
C -4.4510 2.3401 4.1088 0.01 0.03 -0.05 -0.076
H -6.3018 0.5705 -0.2142 -0.05 0.01 -0.02 0.077
H -4.7741 0.1632 -1.0040 0.00 -0.01 -0.02 0.071
H -4.8655 1.5662 0.0539 0.02 0.06 0.00 0.057
H -5.2784 -1.3300 0.9694 0.03 0.08 0.01 0.120
H -5.2462 0.0610 2.0267 0.01 0.03 0.04 0.107
H -3.0007 -1.1452 0.5827 -0.01 0.03 0.03 0.075
H -2.5028 0.4289 4.1314 0.02 0.00 -0.01 0.091
H -4.0797 1.8233 2.0467 0.08 0.00 0.12 0.089
H -2.6803 2.4809 2.8651 -0.05 -0.03 0.02 0.071
H -5.3445 1.7234 4.2060 -0.02 -0.03 -0.01 0.073
H -4.7556 3.3650 3.9038 -0.02 0.05 0.00 0.077
H -3.9288 2.3323 5.0658 0.02 0.00 0.03 0.062
F -2.6190 4.0412 -3.6398 0.00 0.00 0.00 0.032
C -1.8625 3.3289 -2.7649 0.00 -0.06 0.04 -0.311
C -2.4865 2.6191 -1.7594 0.06 0.04 -0.11 -0.046
C -1.7007 1.8895 -0.8743 0.05 -0.02 0.09 -0.123
C -0.3013 1.8445 -0.9600 -0.03 -0.02 -0.20 -0.302
C 0.2688 2.5808 -2.0072 0.12 -0.12 0.04 -0.179
C -0.4918 3.3221 -2.9077 -0.02 -0.03 0.01 -0.037
H -3.5650 2.6426 -1.6834 -0.06 0.00 0.02 0.102
H -2.2044 1.3479 -0.0794 -0.01 0.00 0.02 0.061
H 1.3520 2.5845 -2.1183 -0.08 0.01 -0.01 0.078
H -0.0332 3.8911 -3.7055 0.02 0.03 -0.03 0.113